Entry 1:
{
  "formula": "C4H11NO4",
  "method": "ωB97M-V with the def2-TZVPD basis set",
  "gap_ev": 9.0,
  "multiplicity": 1,
  "e_tot_ev": -14004.125,
  "homo_energy_ev": -8.409,
  "fmax_ha_per_bohr": 0.111,
  "relative_energy_kj_mol": 290.8,
  "symbols": ["N", "H", "O", "H", "H", "C", "C", "H", "H", "O", "H", "H", "O", "C", "O", "H", "H", "H", "H", "C"],
  "xyz": [[-2.227437, 0.958194, -0.788346], [-1.765957, 1.739356, -0.327961], [0.767605, -0.205676, -1.891669], [0.129801, -1.595494, 0.357608], [-1.987390, 1.002536, -1.776515], [-0.012613, -0.513532, 0.364739], [0.800129, 0.229693, -0.571666], [1.979982, -0.558851, 1.995812], [3.052083, -0.588318, -0.622214], [-2.483286, -0.485894, 0.985696], [-2.027162, -1.114845, -0.929771], [-3.315396, 0.009687, 0.875400], [-0.040595, 0.025517, 1.661218], [2.463046, -0.134955, 0.175796], [2.574950, -0.934643, 1.321084], [0.695116, 1.313070, -0.490036], [1.311001, 0.390768, -2.428542], [-0.975388, -0.108215, 1.956586], [2.846055, 0.870172, 0.376917], [-1.784545, -0.298568, -0.244137]],
  "forces_ev_per_angstrom": [[0.8689, -0.2353, -0.3296], [-0.0499, -0.0494, 0.0251], [-0.3331, -0.1165, -0.2590], [0.1844, 0.0866, -0.0868], [-0.1130, 0.0616, 0.1588], [-5.6134, 0.0341, -1.0263], [4.8533, -0.3149, 1.7780], [0.2314, -0.2102, -0.2531], [-0.1893, -0.1097, 0.0146], [-0.2750, 0.1532, -0.2629], [0.2394, 0.1684, -0.0520], [0.3412, -0.2601, 0.1814], [-0.0608, -0.0115, -0.3340], [-1.3662, 1.5485, -1.2441], [-0.8840, 0.1431, -0.1391], [-0.1453, -0.0284, 0.1481], [-0.2017, -0.2819, 0.2856], [0.6179, 0.1005, -0.1458], [0.1243, 0.0116, -0.0204], [1.7710, -0.6896, 1.5614]]
}

Entry 2:
{
  "formula": "C4H11NOP",
  "method": "ωB97M-V with the def2-TZVPD basis set",
  "gap_ev": 9.9,
  "multiplicity": 1,
  "e_tot_ev": -17143.904,
  "homo_energy_ev": -14.192,
  "charge": 1,
  "fmax_ha_per_bohr": 0.096,
  "relative_energy_kj_mol": 148.0,
  "symbols": ["C", "O", "C", "H", "H", "C", "P", "H", "H", "H", "H", "H", "H", "H", "C", "H", "N", "H"],
  "xyz": [[-2.042479, 1.122188, 0.584077], [1.552500, 1.283746, 0.590570], [-0.033993, -0.120693, -0.364807], [3.123049, -0.513043, -0.819745], [-0.015558, -0.355218, -1.875816], [2.447364, -0.835364, -0.027093], [-0.825361, -1.622273, 0.471579], [0.003680, -2.539679, -0.167124], [3.047253, -0.860528, 0.884121], [-0.053434, 1.739777, 0.309644], [-1.844284, 0.789949, 1.604257], [-2.461749, 2.128642, 0.619453], [-2.774167, 0.456239, 0.122180], [2.074871, -1.827467, -0.254638], [1.387057, 0.184821, 0.104926], [-0.969261, 1.591653, -1.095331], [-0.791003, 1.145150, -0.192992], [-1.824488, -1.767897, -0.493254]],
  "forces_ev_per_angstrom": [[-0.7758, -0.0352, 0.5030], [0.2743, 0.0262, 0.0861], [-0.1817, -1.2037, -4.7593], [0.0114, -0.0157, -0.1290], [0.2374, 0.6766, 4.6015], [0.4145, -0.0869, 0.1247], [0.0415, 0.3003, 0.2832], [0.2794, -0.2006, -0.1465], [-0.0905, 0.0266, -0.0024], [-0.3788, -0.2280, -0.3567], [0.0556, 0.0517, -0.1717], [0.1465, -0.0690, -0.0607], [0.1661, 0.0933, -0.0051], [-0.0228, -0.0198, -0.0833], [-0.3846, 0.1173, -0.0214], [0.1293, -0.1794, 0.1480], [0.3801, 0.7832, 0.1493], [-0.3020, -0.0368, -0.1599]]
}

Entry 3:
{
  "formula": "C4H11NOS",
  "method": "ωB97M-V with the def2-TZVPD basis set",
  "gap_ev": 9.8,
  "multiplicity": 1,
  "e_tot_ev": -18698.639,
  "homo_energy_ev": -8.871,
  "fmax_ha_per_bohr": 0.018,
  "relative_energy_kj_mol": 123.5,
  "symbols": ["H", "H", "C", "C", "H", "C", "H", "H", "H", "H", "H", "N", "H", "H", "S", "H", "O", "C"],
  "xyz": [[2.244757, 0.155726, 0.620937], [-0.067760, 1.442843, -1.401126], [0.149975, -0.424587, 0.591625], [-0.089220, -1.032771, -0.783161], [2.045257, -1.525774, 1.068897], [-0.626860, 1.742252, -0.513942], [-0.937743, -3.189602, -0.185928], [-1.076723, -0.811120, -1.144846], [-2.317265, 2.111194, -1.517981], [0.655986, -0.656649, -1.473243], [-0.535558, 2.787368, -0.238088], [-0.268018, 0.975333, 0.609542], [0.032510, 1.488295, 1.411496], [-0.496837, -0.954947, 1.305347], [0.175689, -2.817625, -0.829867], [1.564523, -0.260658, 2.169030], [-2.022306, 1.511757, -0.814661], [1.569591, -0.541037, 1.125970]],
  "forces_ev_per_angstrom": [[-0.1259, 0.0405, -0.1361], [0.2460, 0.4240, -0.1300], [-0.3856, 0.0275, 0.3496], [0.5802, -0.2732, 0.4278], [-0.4727, -0.0259, -0.0883], [-0.7247, -0.5057, 0.1902], [-0.0334, 0.0670, 0.0366], [-0.3317, 0.2227, -0.1804], [0.2525, -0.1900, 0.2109], [0.0552, 0.1765, -0.3350], [0.4605, 0.2293, -0.2682], [0.0962, -0.1018, 0.0032], [-0.0014, 0.1290, 0.2084], [-0.0059, -0.1172, -0.1887], [0.0597, -0.2879, -0.0430], [0.0354, 0.1266, 0.4197], [-0.3479, 0.0706, -0.1794], [0.6436, -0.0121, -0.2972]]
}